Record 1
A 6-piece molecular cluster, C22H49N4O22S6 overall, computed with ωB97M-V with the def2-TZVPD basis set.

Geometry (Å):
C -1.604 3.565 3.175
C -1.208 2.785 4.432
O -0.100 1.890 4.262
C -0.166 1.238 3.021
C 0.648 -0.069 3.058
N -0.264 -1.185 3.298
C -0.409 -2.253 2.561
N -1.312 -3.193 2.950
C -2.704 -2.714 3.245
C -3.796 -3.575 2.600
N -5.078 -2.837 2.614
N 0.340 -2.522 1.412
S 2.020 -2.874 1.674
C 0.041 -1.658 0.243
C -1.407 -1.997 -0.241
C -2.423 -0.946 0.291
C -3.018 -0.009 -0.785
O -4.429 0.054 -0.644
C -4.824 0.919 0.400
H -0.721 3.869 2.613
H -2.217 2.926 2.535
H -2.201 4.438 3.437
H -0.919 3.518 5.190
H -2.063 2.257 4.849
H -1.197 0.961 2.764
H 0.255 1.878 2.236
H 1.307 0.016 3.929
H 1.268 -0.187 2.178
H -0.842 -1.101 4.124
H -1.374 -3.839 2.167
H -2.837 -1.656 3.003
H -2.848 -2.788 4.328
H -3.555 -3.877 1.579
H -3.961 -4.432 3.255
H -5.009 -2.023 3.217
H -5.279 -2.463 1.692
H 2.334 -2.168 2.779
H 0.703 -1.971 -0.562
H 0.085 -0.582 0.425
H -1.441 -1.979 -1.332
H -1.686 -3.005 0.070
H -1.921 -0.358 1.065
H -3.267 -1.467 0.749
H -2.757 -0.334 -1.791
H -2.645 1.005 -0.583
H -5.899 0.798 0.529
H -4.352 0.682 1.365
H -4.593 1.966 0.170
C -5.610 3.587 7.273
C -4.618 2.443 7.206
O -5.196 1.535 6.258
S -6.028 2.366 5.145
O -5.236 2.571 3.985
O -7.313 1.776 5.116
O -6.092 3.749 5.935
H -6.462 3.327 7.904
H -5.165 4.511 7.630
H -4.479 1.960 8.170
H -3.648 2.762 6.815
C -1.202 0.636 -5.066
C -1.875 -0.647 -5.503
O -0.786 -1.538 -5.788
S 0.436 -1.227 -4.813
O 0.385 -2.128 -3.716
O 1.601 -1.042 -5.596
O -0.070 0.202 -4.293
H -0.835 1.207 -5.920
H -1.851 1.265 -4.463
H -2.497 -0.518 -6.384
H -2.471 -1.083 -4.699
C 4.350 0.676 -7.934
C 4.047 -0.804 -7.863
O 4.224 -1.268 -9.207
S 5.385 -0.415 -9.923
O 6.609 -1.118 -9.850
O 4.876 0.083 -11.149
O 5.437 0.781 -8.855
H 3.503 1.236 -8.338
H 4.632 1.092 -6.971
H 3.039 -1.007 -7.519
H 4.763 -1.326 -7.224
C -1.349 -0.136 8.938
C -1.740 -1.504 8.419
O -1.730 -1.352 6.986
S -0.603 -0.295 6.574
O 0.566 -0.995 6.171
O -1.206 0.685 5.751
O -0.349 0.328 8.012
H -2.188 0.561 8.911
H -0.940 -0.172 9.943
H -2.721 -1.821 8.759
H -1.000 -2.260 8.688
C 11.825 0.300 -9.268
C 11.379 1.747 -9.297
O 9.991 1.685 -9.637
S 9.342 0.348 -9.028
O 8.707 0.668 -7.798
O 8.663 -0.338 -10.057
O 10.720 -0.405 -8.692
H 11.994 -0.087 -10.274
H 12.719 0.152 -8.668
H 11.921 2.339 -10.028
H 11.471 2.211 -8.312

Summary:
Orbital gap (eV): 8.5
Multiplicity: 1
LUMO energy (eV): -2.8415
Net charge: +1

Record 2
C5H26F6O16Pt2S2 as an isolated structure, computed with ωB97M-V with the def2-TZVPD basis set.

Geometry (Å):
Pt 4.515 7.743 21.539
Pt 4.951 14.414 17.876
C 6.095 8.724 16.084
F 6.101 9.028 14.831
F 6.068 7.370 16.265
F 7.166 9.252 16.625
S 4.553 9.533 16.969
O 4.773 10.951 17.104
O 3.487 9.131 16.060
O 4.514 8.866 18.278
C 9.259 11.653 21.242
F 9.449 10.969 20.116
F 9.699 10.962 22.283
F 9.846 12.842 21.136
S 7.324 11.945 21.467
O 6.617 10.658 21.560
O 7.115 12.616 22.790
O 6.880 12.717 20.289
O 2.039 14.401 17.973
H 1.434 15.042 17.601
H 1.632 14.139 18.799
O 7.261 6.989 20.805
H 7.911 6.883 21.499
H 7.525 6.365 20.130
O 5.098 10.283 11.148
H 4.919 10.137 12.076
H 4.511 10.997 10.899
O 4.283 14.062 14.780
H 4.814 13.761 14.043
H 3.444 14.303 14.389
O 1.083 8.814 12.781
H 1.485 8.658 13.636
H 0.393 8.154 12.716
O 12.405 8.784 18.470
H 13.024 8.897 17.749
H 11.567 9.084 18.117
O 5.729 3.080 16.961
H 5.865 2.252 16.502
H 6.535 3.573 16.812
O -0.066 10.428 17.953
H 0.259 10.943 18.691
H 0.705 10.280 17.405
O 2.457 5.897 19.879
H 2.346 4.946 19.880
H 1.955 6.196 19.121
C 10.810 3.640 14.265
C 11.522 4.950 14.042
C 10.652 6.113 14.397
O 12.631 5.049 14.906
H 11.340 2.699 14.120
H 9.981 3.618 13.558
H 10.414 3.566 15.278
H 11.706 5.061 12.973
H 9.661 5.913 13.989
H 10.909 7.145 14.156
H 10.447 6.269 15.456
H 12.196 5.162 15.754

Summary:
Orbital gap (alpha / beta) (eV): 4.3 / 2.2
Multiplicity: 5
LUMO energy (alpha / beta) (eV): -8.8156 / -10.8485
Net charge: +2